No. 1
{"formula": "C5H6Br2", "method": "ωB97M-V/def2-TZVPD", "symbols": ["C", "C", "C", "C", "C", "Br", "Br", "H", "H", "H", "H", "H", "H"], "coordinates": [[0.04463, -1.84900, -1.34937], [-0.07318, -0.86745, -0.66853], [-0.10292, 1.56007, -0.46160], [-1.47670, 0.09490, 1.02609], [-0.55224, 0.34713, -0.09960], [-3.22493, -0.34786, 0.36863], [3.25223, -0.52079, 0.81287], [0.08654, -2.78077, -1.84926], [0.60749, 1.76063, -1.14770], [-0.40096, 2.53002, -0.15719], [4.54956, -0.23824, 0.46256], [-0.99582, -0.69523, 1.46888], [-1.71371, 1.00660, 1.59421]], "forces_ev_per_angstrom": [[0.0365, -0.1724, 0.4807], [-0.1871, 0.0411, -1.2417], [-1.6741, -1.0098, 1.3509], [-1.0789, 2.8493, -1.1591], [1.0032, 1.7170, -0.1408], [-0.6263, -0.6274, -0.1820], [-1.2508, -0.2703, 0.3000], [0.2084, -0.1425, -0.1752], [2.5017, -0.4997, -2.5420], [-1.1389, 0.3809, 1.2740], [1.2656, 0.2790, -0.3080], [0.1778, -1.8930, 2.1460], [0.7628, -0.6522, 0.1971]], "nbo_charge": [-0.181, -0.048, -0.313, -0.443, -0.113, -0.001, -0.189, 0.238, 0.196, 0.199, 0.190, 0.227, 0.238], "lumo_ev": 0.5179, "total_energy_ha": -5342.02924, "relative_energy_kj_mol": 223.2, "smiles": "C#CC(=C)CBr.Br"}

No. 2
{"formula": "C5H6Br9CaO2Rb", "method": "ωB97M-V/def2-TZVPD", "symbols": ["Rb", "Ca", "C", "C", "O", "O", "H", "H", "H", "C", "Br", "Br", "Br", "H", "C", "Br", "Br", "Br", "H", "C", "Br", "Br", "Br", "H"], "coordinates": [[-2.31262, 2.63678, -2.80433], [1.07465, 3.73243, -0.92375], [-0.45735, 0.15662, 0.42986], [0.03389, 1.55714, 0.19232], [-0.70929, 2.39340, -0.44136], [1.16935, 1.92934, 0.58478], [-0.75454, -0.34075, -0.49710], [-1.36099, 0.25709, 1.03249], [0.31762, -0.51551, 0.78023], [0.45123, 0.38546, 4.39932], [-0.02768, 2.24525, 4.77368], [-1.10378, -0.75568, 4.09834], [1.57221, -0.36204, 5.77266], [0.97584, 0.35549, 3.45525], [3.14415, -0.74840, -1.52558], [4.12110, -0.50571, 0.13350], [1.56590, -1.87499, -1.42736], [4.32145, -1.52889, -2.90518], [2.84655, 0.27116, -1.72162], [-2.88686, -1.83363, -2.52761], [-3.35127, -3.65456, -2.96721], [-4.56145, -0.81700, -2.48551], [-1.62617, -1.19903, -3.88183], [-2.44195, -1.78398, -1.54401]], "forces_ev_per_angstrom": [[-0.6971, -0.5470, -0.1221], [0.0579, -1.1013, 1.6893], [-0.2436, 0.2516, -0.4982], [0.5331, -1.0337, 0.3702], [-0.0520, 1.0446, -1.3247], [0.1865, 0.7665, -0.8856], [-0.1758, 0.5528, -0.2506], [0.1904, -0.3580, 0.3856], [-0.0531, 0.3336, 0.7804], [-0.2610, -0.1540, 0.1413], [0.0821, -0.6230, -0.2032], [0.1367, 0.3639, 0.1218], [-0.1433, 0.2229, -0.2500], [0.2094, 0.1990, 0.1116], [0.7994, -0.6516, -0.0643], [-0.3000, -0.3279, -0.0879], [0.3491, 0.2418, 0.1377], [-0.5641, 0.7556, 0.5927], [-0.1141, -0.1763, -0.7096], [-0.7710, -0.5284, -0.7407], [0.2642, 0.1796, 0.3031], [0.6968, 0.2385, 0.0413], [-0.2328, 0.3459, 0.5205], [0.1024, 0.0048, -0.0584]], "nbo_charge": [0.980, 1.872, -0.754, 0.803, -0.946, -0.778, 0.241, 0.274, 0.273, -0.492, 0.075, 0.073, 0.143, 0.207, -0.492, 0.112, 0.083, 0.130, 0.178, -0.489, 0.163, 0.075, 0.052, 0.218], "total_charge": 2, "lumo_ev": -9.0539, "total_energy_ha": -24211.89956, "relative_energy_kj_mol": 117.6}

No. 3
{"formula": "C5H6BrN10OsS2", "method": "ωB97M-V/def2-TZVPD", "symbols": ["Os", "N", "C", "N", "N", "N", "N", "C", "N", "N", "N", "N", "H", "S", "C", "N", "C", "C", "S", "H", "H", "H", "H", "H", "Br"], "coordinates": [[0.72536, -0.57192, -1.12000], [2.79856, -2.02982, 1.30590], [3.26716, -1.85342, 0.04610], [4.40526, -2.28732, -0.46740], [4.39316, -1.92982, -1.71360], [3.35336, -1.28042, -2.02480], [2.58066, -1.19002, -0.94450], [1.56256, -1.60642, 1.65730], [1.01716, -1.65992, 2.86650], [-0.14924, -1.11542, 2.76350], [-0.38754, -0.72772, 1.57260], [0.67226, -1.02772, 0.80010], [3.39636, -2.42892, 2.01980], [-1.62044, -1.08352, -1.50590], [-2.23084, 0.44638, -1.03860], [-1.92434, 1.00608, 0.11530], [-2.66684, 2.20098, 0.46210], [-3.18804, 2.77938, -0.85010], [-3.30774, 1.35928, -2.01140], [-1.43074, 0.44788, 0.84340], [-2.01134, 2.90028, 0.98220], [-3.48224, 1.92978, 1.14500], [-2.48654, 3.47328, -1.31220], [-4.15954, 3.25508, -0.75190], [0.87366, 0.99388, -2.83950]], "forces_ev_per_angstrom": [[-0.6190, 0.1698, 0.0785], [-0.2484, 0.2276, -0.0597], [0.7192, -0.2866, -0.4454], [-0.5884, -0.6949, 3.0614], [0.8272, 0.5689, -1.9307], [-0.1087, 0.1608, -1.9269], [-1.7310, -0.2241, 0.8804], [-0.2155, 0.2238, 0.4056], [2.3211, -1.0549, -0.0179], [-1.5423, 0.7084, 0.1156], [-0.9065, 0.3447, 0.0234], [0.6893, 0.2166, -0.6599], [0.0057, -0.1076, -0.0833], [1.4398, -0.9612, -0.4652], [0.0757, 0.9710, 1.1785], [-0.2682, -0.3668, -0.6080], [-0.2579, 0.4286, 0.2060], [0.1081, -0.0593, -0.2531], [0.0278, -0.1075, 0.1458], [0.0459, -0.1176, -0.1440], [-0.0717, 0.0148, -0.0649], [0.1028, -0.0072, -0.1464], [-0.0351, 0.0511, 0.1298], [-0.0045, -0.0460, 0.0000], [0.2350, -0.0526, 0.5804]], "nbo_charge": [0.985, -0.511, 0.478, -0.287, 0.032, -0.098, -0.393, 0.491, -0.289, 0.042, -0.174, -0.402, 0.472, 0.112, -0.049, -0.539, -0.240, -0.522, 0.452, 0.459, 0.244, 0.232, 0.243, 0.267, -0.006], "total_charge": 1, "lumo_ev": [-7.2539, -7.0598], "total_energy_ha": -4202.39738}

No. 4
{"formula": "C5H6CaN2O4", "method": "ωB97M-V/def2-TZVPD", "symbols": ["O", "C", "Ca", "C", "C", "O", "O", "C", "N", "C", "N", "O", "H", "H", "H", "H", "H", "H"], "coordinates": [[1.39206, -2.53714, 2.75602], [1.17047, -1.91539, 1.83821], [0.03114, 0.94131, -1.41919], [-1.92549, -0.08090, -0.05070], [0.63995, -0.94607, -2.97287], [-2.97342, -0.42557, 0.37003], [0.80068, -1.60272, -3.91995], [1.37165, 4.65139, -0.74637], [0.84047, 4.45943, 0.61657], [0.34605, 3.32210, 1.10931], [-0.14370, 3.25065, 2.36684], [0.30620, 2.27167, 0.38739], [1.32211, 3.68198, -1.31895], [2.42144, 5.00935, -0.76486], [0.80062, 5.41965, -1.31340], [0.86186, 5.24171, 1.24540], [-0.41944, 2.33559, 2.74011], [-0.18835, 4.04291, 2.95286]], "forces_ev_per_angstrom": [[-0.2594, 0.7890, -1.1764], [0.2184, -0.7225, 1.0813], [0.2430, 1.2206, 1.7456], [-6.8876, -2.2758, 2.4616], [0.9464, -3.7784, -5.5332], [6.6113, 2.1234, -2.4416], [-0.7660, 3.2416, 4.9853], [-0.0318, -0.0690, -0.7368], [0.1233, -0.1044, -0.2336], [-0.2537, -0.3599, 0.1618], [0.2549, -1.1015, -1.1516], [-0.1775, -0.8631, -1.1517], [0.0959, 1.0469, 0.7167], [-0.5529, -0.4520, 0.3918], [0.0822, -0.6001, 0.5330], [0.1248, 0.3257, -0.0075], [0.2454, 0.8536, -0.3466], [-0.0166, 0.7259, 0.7020]], "nbo_charge": [-0.426, 0.433, 1.838, 0.380, 0.349, -0.332, -0.295, -0.407, -0.571, 0.813, -0.776, -0.940, 0.160, 0.251, 0.240, 0.425, 0.433, 0.423], "total_charge": 2, "lumo_ev": -8.5721, "total_energy_ha": -1281.68350}

Copy entry 1 word for word.
{"formula": "C5H6Br2", "method": "ωB97M-V/def2-TZVPD", "symbols": ["C", "C", "C", "C", "C", "Br", "Br", "H", "H", "H", "H", "H", "H"], "coordinates": [[0.04463, -1.84900, -1.34937], [-0.07318, -0.86745, -0.66853], [-0.10292, 1.56007, -0.46160], [-1.47670, 0.09490, 1.02609], [-0.55224, 0.34713, -0.09960], [-3.22493, -0.34786, 0.36863], [3.25223, -0.52079, 0.81287], [0.08654, -2.78077, -1.84926], [0.60749, 1.76063, -1.14770], [-0.40096, 2.53002, -0.15719], [4.54956, -0.23824, 0.46256], [-0.99582, -0.69523, 1.46888], [-1.71371, 1.00660, 1.59421]], "forces_ev_per_angstrom": [[0.0365, -0.1724, 0.4807], [-0.1871, 0.0411, -1.2417], [-1.6741, -1.0098, 1.3509], [-1.0789, 2.8493, -1.1591], [1.0032, 1.7170, -0.1408], [-0.6263, -0.6274, -0.1820], [-1.2508, -0.2703, 0.3000], [0.2084, -0.1425, -0.1752], [2.5017, -0.4997, -2.5420], [-1.1389, 0.3809, 1.2740], [1.2656, 0.2790, -0.3080], [0.1778, -1.8930, 2.1460], [0.7628, -0.6522, 0.1971]], "nbo_charge": [-0.181, -0.048, -0.313, -0.443, -0.113, -0.001, -0.189, 0.238, 0.196, 0.199, 0.190, 0.227, 0.238], "lumo_ev": 0.5179, "total_energy_ha": -5342.02924, "relative_energy_kj_mol": 223.2, "smiles": "C#CC(=C)CBr.Br"}

Copy entry 1 word for word.
{"formula": "C5H6Br2", "method": "ωB97M-V/def2-TZVPD", "symbols": ["C", "C", "C", "C", "C", "Br", "Br", "H", "H", "H", "H", "H", "H"], "coordinates": [[0.04463, -1.84900, -1.34937], [-0.07318, -0.86745, -0.66853], [-0.10292, 1.56007, -0.46160], [-1.47670, 0.09490, 1.02609], [-0.55224, 0.34713, -0.09960], [-3.22493, -0.34786, 0.36863], [3.25223, -0.52079, 0.81287], [0.08654, -2.78077, -1.84926], [0.60749, 1.76063, -1.14770], [-0.40096, 2.53002, -0.15719], [4.54956, -0.23824, 0.46256], [-0.99582, -0.69523, 1.46888], [-1.71371, 1.00660, 1.59421]], "forces_ev_per_angstrom": [[0.0365, -0.1724, 0.4807], [-0.1871, 0.0411, -1.2417], [-1.6741, -1.0098, 1.3509], [-1.0789, 2.8493, -1.1591], [1.0032, 1.7170, -0.1408], [-0.6263, -0.6274, -0.1820], [-1.2508, -0.2703, 0.3000], [0.2084, -0.1425, -0.1752], [2.5017, -0.4997, -2.5420], [-1.1389, 0.3809, 1.2740], [1.2656, 0.2790, -0.3080], [0.1778, -1.8930, 2.1460], [0.7628, -0.6522, 0.1971]], "nbo_charge": [-0.181, -0.048, -0.313, -0.443, -0.113, -0.001, -0.189, 0.238, 0.196, 0.199, 0.190, 0.227, 0.238], "lumo_ev": 0.5179, "total_energy_ha": -5342.02924, "relative_energy_kj_mol": 223.2, "smiles": "C#CC(=C)CBr.Br"}